{"formula": "C50H45FN4O5Pd", "method": "wB97M-V/def2-TZVPD", "charge": 0, "e_homo_ev": -6.484, "total_energy_ev": -74972.2179, "lumo_ha": -0.06307, "symbols": ["Pd", "O", "C", "C", "C", "C", "C", "C", "C", "C", "C", "O", "C", "C", "C", "C", "C", "C", "C", "C", "C", "C", "C", "C", "N", "C", "C", "C", "C", "C", "C", "C", "C", "C", "C", "C", "C", "H", "H", "H", "H", "H", "H", "H", "H", "H", "H", "H", "H", "H", "H", "H", "H", "H", "H", "H", "H", "H", "H", "H", "H", "H", "H", "H", "F", "C", "C", "C", "C", "O", "C", "C", "N", "C", "C", "C", "C", "C", "C", "N", "C", "C", "N", "C", "C", "C", "O", "O", "H", "H", "H", "H", "H", "H", "H", "H", "H", "H", "H", "H", "H", "H", "H", "H", "H", "H"], "coordinates": [[-1.182, -0.912, -1.382], [-0.584, 0.932, -0.658], [-1.184, 1.965, 0.007], [-2.030, 2.835, -0.951], [-3.229, 2.160, -1.575], [-4.329, 2.914, -1.982], [-5.405, 2.259, -2.557], [-5.381, 0.876, -2.661], [-4.260, 0.196, -2.200], [-4.157, -1.307, -2.144], [-3.898, -1.837, -0.702], [-2.669, -1.439, -0.191], [-4.011, -3.378, -0.731], [-5.162, -4.016, -1.184], [-5.260, -5.398, -1.187], [-4.201, -6.171, -0.730], [-3.053, -5.544, -0.271], [-2.962, -4.159, -0.269], [-4.980, -1.347, 0.274], [-4.641, -1.216, 1.618], [-5.577, -0.816, 2.555], [-6.885, -0.545, 2.171], [-7.239, -0.687, 0.839], [-6.294, -1.088, -0.097], [-3.206, 0.847, -1.723], [-0.030, 2.825, 0.593], [-0.110, 4.189, 0.851], [0.954, 4.879, 1.419], [2.120, 4.213, 1.762], [2.207, 2.847, 1.521], [1.151, 2.168, 0.937], [-1.961, 1.511, 1.253], [-2.928, 2.297, 1.875], [-3.492, 1.912, 3.083], [-3.082, 0.740, 3.701], [-2.126, -0.053, 3.083], [-1.584, 0.323, 1.864], [-1.356, 3.194, -1.735], [-2.411, 3.726, -0.449], [-4.335, 3.988, -1.844], [-6.269, 2.817, -2.894], [-6.223, 0.333, -3.070], [-3.311, -1.652, -2.750], [-5.055, -1.761, -2.568], [-6.008, -3.429, -1.525], [-6.166, -5.872, -1.543], [-4.271, -7.251, -0.737], [-2.211, -6.132, 0.071], [-2.070, -3.662, 0.076], [-3.617, -1.410, 1.904], [-5.283, -0.704, 3.591], [-7.617, -0.227, 2.901], [-8.254, -0.482, 0.521], [-6.602, -1.195, -1.127], [-1.013, 4.738, 0.619], [0.862, 5.942, 1.606], [2.940, 4.750, 2.224], [3.099, 2.298, 1.808], [1.201, 1.106, 0.743], [-3.251, 3.228, 1.429], [-4.251, 2.532, 3.541], [-3.519, 0.438, 4.644], [-1.815, -0.985, 3.540], [-0.855, -0.312, 1.365], [3.794, 3.049, -1.701], [3.765, 1.710, -1.481], [2.679, 0.989, -1.889], [2.662, -0.391, -1.708], [1.418, -1.106, -2.053], [0.480, -0.436, -2.546], [1.364, -2.499, -1.712], [2.483, -3.072, -1.211], [3.629, -2.413, -0.863], [4.766, -3.155, -0.387], [5.199, -2.991, 1.044], [4.541, -4.261, 0.592], [3.734, -1.049, -1.097], [4.827, -0.285, -0.664], [4.839, 1.092, -0.833], [5.917, 1.830, -0.254], [5.733, 3.239, 0.073], [6.914, 3.656, 0.969], [7.520, 2.394, 1.506], [8.232, 1.665, 0.401], [7.251, 1.600, -0.784], [0.128, -3.396, -1.933], [0.323, -4.601, -1.852], [-0.980, -2.808, -2.157], [1.806, 1.467, -2.312], [2.467, -4.138, -1.027], [5.545, -3.304, -1.129], [4.606, -2.330, 1.660], [6.260, -2.997, 1.255], [3.529, -4.433, 0.927], [5.139, -5.153, 0.478], [5.634, -0.759, -0.123], [4.789, 3.356, 0.606], [5.710, 3.891, -0.803], [6.608, 4.282, 1.803], [7.703, 4.161, 0.413], [6.731, 1.788, 1.769], [8.118, 2.551, 2.316], [8.495, 0.681, 0.786], [9.139, 2.221, 0.169], [7.307, 0.619, -1.250], [7.513, 2.346, -1.546]], "atomic_forces_ev_per_a": [[0.271, 0.047, -0.024], [-0.013, -0.246, 0.009], [0.036, -0.016, -0.050], [-0.107, 0.076, 0.041], [-0.005, 0.120, -0.023], [-0.029, -0.064, 0.009], [0.035, -0.024, 0.028], [-0.023, 0.007, 0.012], [-0.015, -0.168, 0.022], [0.046, 0.054, -0.117], [0.036, -0.069, -0.017], [0.087, 0.099, -0.015], [0.034, -0.018, -0.038], [-0.041, 0.010, -0.016], [-0.005, -0.032, 0.015], [0.000, 0.032, -0.016], [0.004, 0.037, -0.001], [-0.077, -0.004, -0.021], [-0.015, -0.022, 0.104], [0.001, -0.045, -0.105], [-0.133, -0.056, -0.010], [0.045, -0.026, 0.002], [0.003, 0.014, -0.028], [-0.048, 0.002, 0.013], [0.078, 0.053, 0.087], [-0.004, 0.058, 0.021], [-0.001, 0.001, -0.011], [0.044, 0.032, 0.021], [-0.033, 0.000, -0.046], [0.001, 0.018, -0.001], [0.004, -0.045, 0.027], [-0.099, 0.024, 0.084], [0.027, -0.064, -0.033], [0.063, -0.064, 0.083], [0.128, 0.174, 0.013], [0.138, 0.130, 0.060], [0.246, -0.119, 0.052], [0.016, -0.106, -0.025], [0.053, 0.056, 0.004], [-0.013, 0.036, -0.008], [-0.018, 0.012, -0.013], [-0.018, -0.007, -0.004], [-0.105, 0.046, 0.027], [0.020, 0.018, 0.024], [0.005, -0.040, 0.002], [-0.020, -0.016, -0.013], [-0.005, -0.042, 0.002], [0.021, -0.025, 0.005], [0.063, 0.033, 0.027], [-0.177, -0.054, -0.083], [-0.052, -0.039, -0.042], [-0.027, 0.006, 0.023], [-0.017, 0.002, -0.006], [-0.019, 0.023, -0.069], [-0.022, 0.011, -0.006], [0.002, 0.015, -0.001], [0.024, 0.035, 0.036], [0.021, -0.052, 0.021], [0.020, -0.016, -0.031], [-0.023, 0.055, -0.066], [-0.034, 0.009, 0.011], [0.023, 0.019, 0.038], [0.003, -0.026, 0.023], [-0.162, 0.145, 0.106], [-0.006, -0.237, 0.048], [0.037, 0.036, -0.073], [0.093, 0.017, 0.044], [-0.360, -0.144, -0.146], [-0.547, 0.560, 0.118], [0.727, -0.537, -0.035], [-0.007, 0.188, -0.252], [-0.070, -0.049, 0.159], [0.104, 0.096, -0.217], [-0.001, 0.004, 0.038], [0.025, -0.055, -0.010], [0.032, 0.000, 0.012], [-0.015, 0.055, 0.054], [-0.125, -0.037, 0.035], [-0.046, 0.052, 0.137], [0.037, -0.054, -0.225], [-0.112, 0.003, 0.038], [0.084, 0.030, 0.061], [-0.092, -0.124, 0.038], [0.071, 0.055, 0.102], [-0.013, -0.029, -0.070], [0.129, 0.154, 0.232], [0.011, -0.122, -0.131], [-0.151, -0.056, 0.003], [-0.068, 0.015, -0.029], [0.011, -0.006, -0.028], [-0.032, 0.031, 0.008], [-0.038, 0.036, 0.014], [0.019, -0.016, 0.011], [-0.029, -0.013, 0.011], [0.010, 0.009, 0.008], [0.031, 0.022, 0.001], [-0.007, 0.014, -0.066], [0.017, -0.002, 0.028], [-0.023, -0.013, -0.025], [-0.026, 0.021, 0.041], [0.108, 0.087, 0.029], [0.003, 0.020, -0.095], [-0.012, 0.002, -0.031], [-0.001, -0.034, 0.031], [-0.029, 0.035, 0.001], [0.025, -0.021, 0.017]], "mulliken_charge": [-0.09, -0.08, 1.59, -1.48, 0.01, -1.00, -0.85, -0.73, 0.21, -1.59, 2.81, 0.29, -0.03, -0.19, -1.12, -0.49, -1.22, 0.02, -0.16, -0.44, -0.84, -0.63, -1.14, -0.02, 0.42, -0.44, -0.01, -1.04, -0.73, -0.52, -0.33, 0.41, -0.03, -0.80, -0.65, -0.73, 0.20, 0.57, 0.45, 0.47, 0.40, 0.45, 0.55, 0.77, 0.21, 0.39, 0.39, 0.39, 0.26, 0.54, 0.40, 0.40, 0.40, 0.29, 0.34, 0.42, 0.41, 0.62, 0.20, 0.28, 0.43, 0.55, 0.20, -0.01, -0.47, 0.55, -0.43, 0.32, 1.92, -1.02, -0.25, -0.75, 0.34, -0.15, -0.57, -1.02, 0.07, -0.31, -1.49, 0.48, -0.20, -0.67, -0.13, -0.83, -0.68, 0.38, -0.75, -0.56, 0.30, 0.79, 0.38, 0.27, 0.31, 0.35, 0.26, 0.76, -0.15, 0.46, 0.42, 0.32, 0.36, 0.30, 0.41, 0.38, 0.54, 0.32]}


{"formula": "C50H46AsN7O5RhS", "method": "wB97M-V/def2-TZVPD", "charge": 1, "e_homo_ev": [-10.153, -10.153], "total_energy_ev": -147940.8094, "lumo_ha": [-0.14458, -0.14455], "symbols": ["Rh", "N", "C", "C", "C", "C", "C", "C", "S", "O", "O", "N", "C", "N", "C", "C", "C", "N", "H", "H", "H", "H", "H", "H", "H", "H", "H", "C", "O", "C", "C", "C", "C", "C", "C", "N", "C", "N", "C", "C", "C", "C", "C", "C", "O", "C", "N", "C", "C", "C", "C", "C", "C", "O", "C", "H", "H", "H", "H", "H", "H", "H", "H", "H", "H", "H", "H", "H", "H", "H", "H", "H", "H", "H", "H", "H", "H", "C", "C", "C", "C", "C", "C", "As", "C", "C", "C", "C", "C", "C", "C", "C", "C", "C", "C", "C", "H", "H", "H", "H", "H", "H", "H", "H", "H", "H", "H", "H", "H", "H", "H"], "coordinates": [[-0.005, 0.019, 0.109], [-4.431, 0.852, 7.328], [-4.059, 0.975, 6.018], [-3.111, 1.931, 5.633], [-2.698, 2.014, 4.321], [-3.225, 1.147, 3.379], [-4.184, 0.207, 3.737], [-4.601, 0.123, 5.044], [-2.687, 1.215, 1.732], [-2.009, 2.466, 1.491], [-3.763, 0.849, 0.853], [-1.542, 0.050, 1.547], [-0.907, -0.664, 2.457], [0.294, -1.011, 1.901], [1.152, -1.753, 2.582], [0.813, -2.181, 3.852], [-0.431, -1.773, 4.347], [-1.292, -1.025, 3.678], [-4.202, 1.592, 7.968], [-5.258, 0.324, 7.549], [-2.711, 2.616, 6.370], [-1.974, 2.757, 4.022], [-4.600, -0.448, 2.985], [-5.357, -0.597, 5.327], [2.093, -1.996, 2.104], [1.484, -2.790, 4.435], [-0.743, -2.072, 5.341], [-3.087, -7.301, -0.832], [-2.358, -6.114, -1.092], [-1.944, -5.891, -2.373], [-2.160, -6.745, -3.438], [-1.713, -6.394, -4.707], [-1.073, -5.187, -4.908], [-0.857, -4.321, -3.842], [-1.270, -4.670, -2.568], [-1.132, -3.886, -1.403], [-0.523, -2.674, -1.276], [0.646, -2.548, -1.934], [1.278, -1.353, -2.238], [0.921, -0.114, -1.687], [1.612, 1.007, -2.216], [2.604, 0.900, -3.160], [2.982, -0.355, -3.639], [2.319, -1.470, -3.190], [2.568, -2.754, -3.599], [3.484, -2.941, -4.666], [-1.013, -1.696, -0.553], [-2.304, -2.016, 0.004], [-2.364, -2.845, 1.127], [-3.567, -3.275, 1.648], [-4.750, -2.889, 1.021], [-4.711, -2.073, -0.088], [-3.498, -1.608, -0.608], [-3.622, -0.848, -1.723], [-2.677, 0.164, -2.043], [-3.322, -7.282, 0.229], [-2.487, -8.185, -1.058], [-4.013, -7.323, -1.411], [-2.676, -7.682, -3.291], [-1.880, -7.069, -5.533], [-0.750, -4.897, -5.897], [-0.391, -3.366, -4.033], [-1.820, -4.105, -0.694], [1.020, -3.375, -2.377], [1.341, 1.995, -1.883], [3.109, 1.784, -3.524], [3.770, -0.444, -4.372], [4.485, -2.607, -4.381], [3.153, -2.402, -5.557], [3.501, -4.009, -4.863], [-1.432, -3.163, 1.576], [-3.584, -3.911, 2.521], [-5.704, -3.229, 1.400], [-5.616, -1.753, -0.583], [-3.200, 0.849, -2.709], [-1.801, -0.240, -2.551], [-2.375, 0.714, -1.142], [0.482, 3.731, 5.302], [0.076, 4.487, 4.212], [0.231, 3.996, 2.923], [0.824, 2.754, 2.732], [1.228, 1.991, 3.823], [1.053, 2.480, 5.108], [1.128, 2.053, 0.960], [1.134, 3.599, -0.209], [2.321, 4.161, -0.669], [2.283, 5.257, -1.517], [1.066, 5.794, -1.910], [-0.117, 5.227, -1.460], [-0.089, 4.127, -0.615], [3.010, 1.619, 1.132], [3.508, 0.422, 0.636], [4.857, 0.120, 0.765], [5.713, 1.011, 1.393], [5.218, 2.206, 1.900], [3.872, 2.506, 1.774], [0.357, 4.118, 6.304], [-0.371, 5.461, 4.362], [-0.099, 4.587, 2.078], [1.700, 1.022, 3.676], [1.375, 1.890, 5.957], [3.278, 3.743, -0.382], [3.208, 5.690, -1.872], [1.040, 6.650, -2.569], [-1.069, 5.637, -1.768], [-1.016, 3.685, -0.273], [2.847, -0.283, 0.134], [5.237, -0.813, 0.370], [6.763, 0.776, 1.491], [5.880, 2.903, 2.395], [3.492, 3.435, 2.186]], "atomic_forces_ev_per_a": [[-1.729, -1.453, 0.681], [-0.018, -0.015, 0.192], [0.005, 0.019, -0.089], [0.014, -0.011, -0.022], [0.069, 0.004, 0.073], [-0.071, 0.033, -0.118], [-0.109, -0.024, 0.014], [0.036, 0.018, -0.037], [-0.382, 0.049, -0.179], [-0.016, 0.049, -0.019], [0.062, 0.144, 0.158], [0.019, 0.996, 0.073], [0.708, -0.111, 0.368], [-0.217, 0.757, -0.510], [0.153, -0.147, -0.021], [-0.091, 0.103, -0.083], [0.157, -0.053, -0.035], [0.087, -0.123, 0.025], [-0.034, -0.015, -0.032], [0.008, 0.032, -0.014], [0.031, 0.012, 0.035], [0.092, 0.062, -0.035], [-0.022, -0.048, -0.063], [-0.024, -0.057, 0.017], [0.026, 0.016, 0.008], [0.013, -0.030, 0.009], [0.008, -0.014, 0.040], [-0.062, -0.043, 0.014], [0.123, 0.092, -0.101], [0.060, 0.072, 0.021], [-0.005, 0.017, 0.086], [0.055, 0.067, -0.039], [-0.045, -0.097, -0.033], [-0.041, 0.047, 0.051], [-0.004, -0.293, -0.005], [-0.130, 0.227, 0.124], [0.246, -0.059, -0.255], [-0.048, -0.107, 0.351], [0.066, 0.378, -0.293], [1.681, 0.418, 0.151], [-0.119, -0.145, -0.087], [-0.143, 0.004, -0.038], [0.068, 0.001, -0.069], [-0.251, -0.230, 0.015], [-0.162, 0.175, 0.127], [0.116, 0.008, -0.015], [-0.221, -0.382, 0.069], [-0.375, 0.139, -0.201], [-0.112, 0.070, -0.073], [-0.030, 0.011, -0.018], [0.029, -0.056, 0.031], [0.148, 0.064, -0.017], [0.070, -0.115, 0.115], [0.104, -0.097, 0.004], [0.033, 0.103, 0.082], [0.001, -0.007, -0.039], [-0.016, -0.003, 0.009], [0.009, -0.021, 0.012], [-0.014, -0.026, 0.004], [-0.012, -0.018, -0.044], [0.019, -0.001, -0.043], [0.021, 0.042, 0.016], [-0.003, 0.030, -0.080], [0.007, 0.031, 0.015], [0.052, 0.025, 0.062], [-0.013, 0.034, -0.023], [0.039, 0.012, 0.002], [-0.035, -0.030, -0.042], [0.026, -0.018, 0.004], [0.006, 0.039, -0.015], [0.096, -0.055, 0.042], [-0.006, -0.023, 0.026], [-0.024, -0.002, 0.026], [-0.021, 0.016, -0.011], [0.026, -0.009, 0.037], [-0.032, 0.000, -0.001], [-0.052, -0.078, -0.192], [0.016, -0.029, -0.003], [-0.040, 0.012, -0.015], [0.120, 0.028, 0.041], [-0.255, -0.075, -0.051], [-0.025, -0.053, -0.013], [-0.003, -0.020, 0.030], [0.460, -0.438, -0.540], [-0.101, 0.076, 0.211], [0.080, -0.048, 0.073], [0.019, 0.002, -0.009], [-0.026, -0.004, -0.008], [-0.033, 0.003, -0.014], [-0.037, -0.005, -0.010], [-0.054, 0.076, 0.080], [-0.079, -0.220, -0.152], [0.053, -0.029, 0.024], [-0.024, 0.015, -0.008], [0.023, -0.024, -0.009], [-0.036, 0.070, 0.083], [0.007, 0.016, 0.037], [-0.002, 0.008, 0.005], [0.006, -0.030, 0.014], [-0.031, 0.083, -0.001], [-0.014, 0.003, 0.002], [-0.066, 0.022, -0.014], [0.024, 0.013, -0.010], [-0.004, 0.025, -0.022], [-0.022, 0.015, -0.012], [-0.032, -0.021, 0.043], [0.099, 0.179, 0.055], [0.015, -0.014, -0.003], [0.039, -0.011, 0.003], [0.024, 0.015, 0.018], [0.002, -0.040, -0.026]], "mulliken_charge": [-0.11, -0.49, 1.16, -0.84, -0.26, -1.26, -0.24, -0.95, 1.34, -0.68, -0.71, -0.07, 1.14, 0.79, -0.39, -1.22, -0.68, -0.45, 0.21, 0.22, 0.34, 0.56, 0.44, 0.33, 0.52, 0.54, 0.59, -1.02, -0.38, 0.97, -0.47, -0.79, -1.28, -0.11, -0.27, -0.16, -0.47, -0.02, 1.10, -0.89, -0.45, -1.38, -0.50, 0.97, -0.44, -1.02, 2.61, -1.88, 1.01, -1.35, -1.17, -0.77, 0.68, -0.55, -0.05, 0.26, 0.37, 0.41, 0.45, 0.41, 0.41, 0.54, 0.54, 0.57, 0.69, 0.50, 0.47, 0.36, 0.41, 0.29, 0.65, 0.56, 0.49, 0.49, 0.46, 0.14, -0.23, -0.66, -0.67, -0.53, 0.72, -0.23, -0.82, 1.61, -0.05, -0.40, -0.78, -0.66, -0.82, -0.28, 0.25, -0.43, -1.06, -0.68, -0.75, -0.35, 0.44, 0.42, 0.31, 0.43, 0.47, 0.41, 0.45, 0.40, 0.47, 0.43, 0.49, 0.50, 0.42, 0.44, 0.52]}


Computed strongest force on any atom (eV Å⁻¹) in order:
0.90, 2.36
Computed energy above the lowest of the compared OMol25 structures with the same formula, charge and spin (eV) in order:
0.256, 1.021